(1)
A molecular structure, C54H58BBaN6O7PS in a non-equilibrium geometry. Source: the Open Molecules 2025 dataset; level of theory: ωB97M-V/def2-TZVPD.

Calculated total energy = -3737.777031 a.u.
Largest force on an atom = 2.275 eV/Å
Kohn-Sham gap = 5.18 eV
Total charge = 0

Element x y z (Å)
Ba: 0.04 0.84 -0.59
O: -0.45 0.17 2.72
C: 0.35 0.59 3.81
C: 1.51 1.48 3.41
C: 2.17 2.23 4.38
C: 3.22 3.05 4.00
C: 3.55 3.11 2.65
C: 2.84 2.33 1.76
N: 1.86 1.49 2.13
H: -0.79 0.99 2.32
H: 0.73 -0.29 4.33
H: -0.28 1.14 4.52
H: 1.85 2.18 5.41
H: 3.75 3.64 4.73
H: 4.36 3.74 2.29
H: 3.06 2.36 0.70
C: -4.09 -0.21 -4.16
O: -4.85 -0.53 -3.00
C: -6.19 -0.47 -3.07
C: -6.93 -0.31 -4.24
C: -8.32 -0.33 -4.19
C: -8.99 -0.52 -3.00
C: -8.26 -0.65 -1.82
C: -6.88 -0.59 -1.85
N: -6.12 -0.65 -0.64
C: -5.10 0.14 -0.34
C: -4.84 1.40 -0.83
C: -5.82 2.27 -1.42
C: -5.47 3.47 -1.92
C: -4.09 3.86 -1.90
C: -3.12 3.09 -1.36
C: -3.45 1.80 -0.78
O: -2.57 1.02 -0.34
H: -3.05 -0.21 -3.84
H: -4.35 0.78 -4.54
H: -4.23 -0.97 -4.94
H: -6.42 -0.19 -5.18
H: -8.87 -0.19 -5.11
H: -10.07 -0.56 -2.97
H: -8.76 -0.76 -0.87
H: -6.23 -1.49 -0.09
H: -4.37 -0.28 0.35
H: -6.86 1.97 -1.40
H: -6.21 4.14 -2.33
H: -3.81 4.82 -2.32
H: -2.08 3.40 -1.36
C: 3.61 -1.70 -1.66
P: 3.49 -0.40 -0.36
C: 4.29 -1.22 1.06
C: 5.02 -0.48 2.00
C: 5.58 -1.09 3.11
C: 5.41 -2.46 3.31
C: 4.67 -3.20 2.41
C: 4.10 -2.58 1.30
C: 4.84 0.67 -1.00
C: 6.18 0.27 -1.03
C: 7.15 1.09 -1.58
C: 6.80 2.32 -2.11
C: 5.48 2.73 -2.09
C: 4.50 1.91 -1.54
H: 2.99 -2.55 -1.41
H: 4.64 -2.03 -1.81
H: 3.21 -1.28 -2.58
H: 5.16 0.59 1.85
H: 6.14 -0.50 3.82
H: 5.87 -2.94 4.17
H: 4.52 -4.26 2.56
H: 3.51 -3.18 0.62
H: 6.46 -0.69 -0.61
H: 8.18 0.76 -1.60
H: 7.56 2.97 -2.53
H: 5.19 3.69 -2.51
H: 3.47 2.23 -1.55
S: 0.28 -7.05 -0.04
C: 0.30 -5.27 -0.06
C: 0.44 -4.58 -1.25
C: 0.49 -3.19 -1.22
N: 0.43 -2.50 -0.08
C: 0.27 -3.17 1.06
C: 0.20 -4.55 1.12
C: 1.98 -7.31 0.42
C: 2.34 -7.45 1.76
C: 3.68 -7.60 2.07
N: 4.66 -7.63 1.17
C: 4.30 -7.51 -0.11
C: 2.99 -7.35 -0.53
H: 0.51 -5.11 -2.19
H: 0.60 -2.61 -2.13
H: 0.22 -2.57 1.96
H: 0.08 -5.06 2.07
H: 1.59 -7.44 2.54
H: 3.99 -7.70 3.11
H: 5.10 -7.53 -0.84
H: 2.75 -7.26 -1.58
C: -0.09 -0.99 -6.15
C: 1.12 -0.49 -5.37
C: 2.39 -1.05 -5.98
O: 0.98 -0.98 -4.02
B: 0.40 0.03 -3.18
O: 0.36 1.23 -3.96
C: 1.12 1.05 -5.18
C: 0.44 1.81 -6.30
C: 2.50 1.62 -4.92
H: -0.09 -2.08 -6.13
H: -0.07 -0.67 -7.19
H: -1.01 -0.64 -5.69
H: 2.31 -2.14 -6.05
H: 3.27 -0.82 -5.37
H: 2.55 -0.65 -6.98
H: -0.63 1.59 -6.34
H: 0.89 1.57 -7.27
H: 0.55 2.88 -6.13
H: 3.02 1.06 -4.13
H: 2.39 2.65 -4.57
H: 3.13 1.62 -5.82
C: -1.98 5.82 2.02
N: -1.07 5.11 1.13
C: -0.37 5.78 0.16
C: 0.47 5.17 -0.69
C: 0.65 3.74 -0.54
O: 1.42 3.04 -1.26
N: -0.06 3.11 0.43
C: -0.93 3.73 1.27
O: -1.56 3.13 2.14
H: -1.65 6.85 2.12
H: -1.97 5.33 2.99
H: -3.00 5.80 1.63
H: -0.53 6.85 0.14
H: 1.02 5.72 -1.44



(2)
A gas-phase ion, C8H14N3 (charge +1) in a non-equilibrium geometry. Source: the Open Molecules 2025 dataset; level of theory: ωB97M-V/def2-TZVPD.

Calculated total energy = -477.090776 a.u.
Structure (SMILES) = [H]/N=N/C1=CCC=C[N@+]1(C)CC
Largest force on an atom = 5.151 eV/Å
Kohn-Sham gap = 9.30 eV
Total charge = +1

Element x y z (Å)
C: -1.82 -0.27 1.34
C: 0.55 -0.86 1.52
C: -1.52 0.61 0.39
C: 0.93 -0.05 0.52
C: -0.73 -1.08 1.98
C: -0.58 -1.12 -1.91
C: 0.20 2.17 -0.18
C: -0.02 0.24 -1.65
N: 3.04 -0.69 0.19
N: 2.25 0.29 0.25
N: -0.16 0.71 -0.21
H: -2.68 -0.53 1.78
H: 1.30 -1.38 2.25
H: -2.25 1.23 -0.19
H: -0.73 -1.17 3.11
H: -0.89 -2.16 1.96
H: 0.05 -1.72 -1.31
H: -1.57 -1.41 -1.80
H: -0.38 -1.35 -3.01
H: 1.05 2.49 -0.79
H: -0.58 2.66 -0.71
H: 0.07 2.58 0.87
H: -0.54 0.93 -2.28
H: 0.99 0.30 -2.14
H: 4.03 -0.41 0.03



(3)
A molecular structure, C22H23BF7N7NiO2Se in a non-equilibrium geometry. Source: the Open Molecules 2025 dataset; level of theory: ωB97M-V/def2-TZVPD.

Calculated total energy = -6019.740028 a.u.
Largest force on an atom = 1.018 eV/Å
Kohn-Sham gap (alpha / beta) = 6.84 / 6.90 eV
Total charge = 0

Element x y z (Å)
Ni: -0.02 -0.35 0.17
N: -2.41 -1.01 -1.80
C: -1.92 -2.21 -1.33
C: -2.24 -3.39 -2.01
C: -1.78 -4.59 -1.52
C: -1.00 -4.60 -0.35
C: -0.72 -3.38 0.23
N: -1.15 -2.21 -0.25
C: -2.48 0.26 -1.22
C: -3.52 1.07 -1.67
C: -3.61 2.37 -1.23
C: -2.65 2.83 -0.34
C: -1.67 1.97 0.08
N: -1.57 0.69 -0.34
H: -3.03 -1.11 -2.59
H: -2.85 -3.36 -2.91
H: -2.02 -5.51 -2.02
H: -0.64 -5.52 0.07
H: -0.12 -3.31 1.14
H: -4.25 0.67 -2.36
H: -4.40 3.02 -1.58
H: -2.65 3.85 0.03
H: -0.91 2.29 0.76
N: 1.81 -1.31 -0.24
C: 2.80 -1.16 0.83
C: 4.05 -2.03 0.73
C: 5.05 -1.69 -0.37
C: 6.05 -0.57 -0.02
N: 5.44 0.71 0.36
C: 4.64 1.38 -0.47
N: 4.76 1.22 -1.78
N: 3.74 2.25 -0.01
C: 2.13 -1.34 2.21
O: 2.73 -1.83 3.14
O: 0.88 -0.93 2.27
H: 1.65 -2.29 -0.45
H: 2.11 -0.84 -1.09
H: 3.06 -0.10 0.82
H: 3.74 -3.07 0.61
H: 4.55 -1.98 1.71
H: 4.54 -1.44 -1.30
H: 5.66 -2.57 -0.58
H: 6.74 -0.40 -0.84
H: 6.65 -0.90 0.83
H: 5.34 0.90 1.35
H: 5.49 0.65 -2.16
H: 3.93 1.43 -2.37
H: 3.37 2.11 0.92
H: 3.01 2.52 -0.69
F: 2.32 6.34 -5.83
C: 2.09 5.32 -5.00
C: 2.80 4.14 -5.12
F: 3.73 4.03 -6.08
C: 2.55 3.10 -4.25
F: 3.28 1.98 -4.43
C: 1.60 3.16 -3.24
Se: 1.23 1.72 -2.04
C: 0.90 4.36 -3.15
F: -0.04 4.53 -2.21
C: 1.13 5.43 -4.00
F: 0.43 6.56 -3.88
F: -0.49 0.99 2.59
B: 0.52 0.50 1.80
F: 1.66 1.32 1.90